(1)
Formula: C4H6ClN2
Source: the OMol25 dataset
Level of theory: the ωB97M-V functional and the def2-TZVPD basis

LUMO (alpha / beta) (eV): -9.43 / -9.44
Highest occupied orbital energy (alpha / beta) (hartree): -0.54735 / -0.54748
Total charge: +1
Kohn-Sham gap (alpha / beta) (eV): 5.468 / 5.462
Energy above the lowest of the compared OMol25 structures with the same formula, charge and spin (kcal per mole): 135.25

Geometry as XYZ:
```
13
Properties=species:S:1:pos:R:3:forces:R:3
C -1.556300 -0.903611 -0.788297 4.862 1.084 0.656
C -1.041392 0.158506 -0.109896 -1.183 -0.963 0.819
C 0.650685 -1.141140 -0.667806 0.966 -1.248 -0.601
C 1.271414 0.832836 0.716656 2.175 -1.967 -0.121
N -0.407546 -1.689437 -1.190874 -2.997 -1.530 -0.217
N 0.354381 -0.052427 -0.014899 -0.465 0.908 0.689
Cl 2.944981 -3.115223 -1.942922 -1.168 1.174 0.805
H -2.479239 -0.935132 -1.186658 -2.981 -0.980 -1.157
H -1.709505 0.862828 0.478424 1.701 -0.469 -0.930
H 1.451113 0.418371 1.775447 -0.277 0.793 -1.708
H 2.233345 0.802454 0.079043 -1.371 0.449 1.445
H 0.798287 1.777916 0.702508 -0.036 1.092 0.242
H -0.552663 -2.691065 -1.484477 0.774 1.656 0.080
```
Positions in Å, forces in eV/Å.

***

(2)
Formula: C6H16
Source: the OMol25 dataset
Level of theory: the ωB97M-V functional and the def2-TZVPD basis

LUMO (eV): 1.08
Highest occupied orbital energy (hartree): -0.40896
Kohn-Sham gap (eV): 12.206
Energy above the lowest of the compared OMol25 structures with the same formula, charge and spin (kcal per mole): 18.41

Geometry as XYZ:
```
22
Properties=species:S:1:pos:R:3:forces:R:3
C -1.055407 0.222585 1.796496 -0.781 -2.579 0.702
C -0.400932 1.388380 2.478241 -0.065 0.904 1.220
C -0.591319 -1.084891 2.500777 1.305 0.557 1.166
H -2.152056 0.189635 2.002219 0.597 0.614 -0.544
H -0.874980 -0.012654 0.738818 -0.092 1.056 0.100
H 0.708098 1.396532 2.444347 -0.631 0.184 -0.542
H -0.638652 -0.898368 3.610031 -0.345 -0.532 -0.876
H -0.595192 1.304305 3.577106 -0.005 -0.145 -0.677
H -0.872532 2.363240 2.246938 0.673 -0.374 -0.368
H -1.138949 -1.996045 2.222504 0.139 0.385 0.068
H 0.508634 -1.241928 2.351064 -0.824 -0.066 -0.216
C 0.402631 -0.062408 -1.776121 0.478 0.369 0.246
C -0.497560 -0.330079 -3.013990 1.542 0.116 0.022
C 1.886889 0.016748 -2.109912 0.400 -0.534 -1.689
H 0.133158 0.890952 -1.275348 -0.166 -0.791 0.041
H 0.360426 -0.927673 -1.095207 -0.577 0.535 0.099
H 0.178157 -0.537918 -3.881751 -0.725 -0.264 0.585
H 2.144616 -0.890821 -2.708813 -0.089 0.571 0.270
H 2.115257 0.880968 -2.763795 -0.001 -0.298 0.417
H -1.087160 0.526375 -3.322252 -0.263 0.056 0.227
H -1.112054 -1.180373 -2.747888 -0.363 -0.095 -0.572
H 2.578929 -0.016564 -1.273466 -0.208 0.331 0.323
```
Positions in Å, forces in eV/Å.

***

(3)
Formula: C38H44ClF3N2S3SbTl
Source: the OMol25 dataset
Level of theory: the ωB97M-V functional and the def2-TZVPD basis

LUMO (eV): 4.13
Highest occupied orbital energy (hartree): -0.05238
Total charge: -2
Kohn-Sham gap (eV): 5.560
Energy above the lowest of the compared OMol25 structures with the same formula, charge and spin (kcal per mole): 62.63

Geometry as XYZ:
```
93
Properties=species:S:1:pos:R:3:forces:R:3
Tl -0.302513 -1.184078 0.795349 0.053 -0.324 0.487
C -0.400055 1.971216 3.448848 -0.066 -0.044 -0.060
C -0.071105 0.582137 4.006112 -0.024 -0.028 -0.115
N -0.832238 -0.489219 3.386883 -0.049 0.074 0.142
C -2.193924 -0.687390 3.840326 0.005 0.011 -0.066
C -3.237957 0.355130 3.415191 0.041 0.032 -0.005
S -3.316644 0.839531 1.660477 -0.009 0.001 -0.027
C -2.865122 2.595184 1.718768 0.065 -0.032 0.051
C -1.389943 2.930821 1.428339 -0.084 -0.052 0.044
N -0.479762 1.978448 2.003604 0.051 0.070 0.010
H 0.342436 2.686698 3.836260 0.002 -0.012 0.033
H -1.365853 2.299148 3.839158 0.023 0.021 0.001
H -0.217899 0.604350 5.100352 0.030 0.019 0.009
H 0.979815 0.370635 3.806056 0.012 -0.015 0.018
H -0.314838 -1.361621 3.500209 0.005 0.008 -0.047
H -2.243231 -0.719248 4.945316 -0.036 -0.058 0.003
H -2.502752 -1.661102 3.456057 0.006 0.003 -0.036
H -3.142432 1.272168 3.997497 -0.012 -0.001 -0.004
H -4.215619 -0.067660 3.655436 -0.001 0.011 0.048
H -3.174264 2.982840 2.691911 -0.016 0.012 -0.008
H -3.491715 3.085245 0.972079 0.009 0.052 0.014
H -1.220103 3.966507 1.778895 -0.001 0.033 -0.055
H -1.233513 2.929167 0.348358 -0.021 -0.051 0.012
H 0.434730 1.998848 1.570698 -0.005 0.019 0.008
C 4.595314 -0.967925 1.572609 -0.054 0.033 -0.014
C 3.127997 -1.316743 1.752019 0.098 -0.074 0.055
S 2.033582 -0.042323 1.199682 -0.292 -0.096 -0.212
C 2.754110 -2.500898 2.272530 -0.106 0.070 -0.060
C 3.803296 -3.510085 2.686376 0.010 0.018 0.013
S 1.092322 -3.048430 2.431401 0.001 -0.030 -0.072
H 4.695679 -0.005799 1.070676 0.012 -0.005 -0.001
H 5.121431 -1.717826 0.972542 -0.002 -0.001 -0.002
H 5.117648 -0.895216 2.532553 0.006 0.009 0.002
H 4.710382 -3.038318 3.072064 0.003 0.002 -0.006
H 4.093198 -4.141238 1.838453 -0.011 -0.003 -0.004
H 3.400734 -4.168304 3.455527 -0.002 0.002 0.001
F -1.017351 6.526271 -5.472398 0.008 -0.005 0.000
C -0.700526 5.442435 -4.705200 0.009 0.010 -0.013
C -1.719233 4.719187 -4.124625 0.016 -0.021 0.020
C -1.383440 3.612560 -3.351236 -0.046 -0.022 0.006
C -0.056387 3.248933 -3.138449 0.028 -0.051 -0.057
C 0.937019 4.011723 -3.748602 -0.013 -0.018 0.040
C 0.627470 5.108891 -4.545362 0.002 0.006 0.001
Sb 0.417025 1.595024 -1.811592 0.007 0.293 -0.063
C 1.864997 0.616441 -3.054056 0.026 -0.030 0.030
C 2.834565 -0.193000 -2.464706 0.016 -0.019 -0.029
C 3.774974 -0.868832 -3.237958 -0.023 0.024 0.002
C 3.719278 -0.720230 -4.605330 0.007 -0.012 -0.020
F 4.638995 -1.369328 -5.376349 -0.001 0.000 -0.001
C 2.758685 0.047846 -5.230460 -0.016 0.017 0.000
C 1.824178 0.707832 -4.443081 -0.008 0.016 0.014
C 1.923664 3.005765 -0.918284 -0.013 -0.047 0.096
C 1.426994 4.222086 -0.443507 0.012 -0.001 0.020
C 2.212478 5.129024 0.262302 -0.024 -0.023 -0.037
C 3.530929 4.801270 0.489837 0.024 0.023 0.016
F 4.318457 5.678053 1.180276 -0.005 -0.005 -0.012
C 4.079919 3.619510 0.043667 -0.006 -0.008 0.010
C 3.264204 2.730642 -0.649424 -0.017 0.002 -0.066
H -2.749012 5.007290 -4.291943 -0.004 -0.003 0.003
H -2.172398 2.996034 -2.937450 0.007 0.003 0.000
H 1.979346 3.754200 -3.595722 0.001 0.006 0.004
H 1.395061 5.701368 -5.026700 0.003 -0.003 -0.001
H 2.849926 -0.320626 -1.386168 0.006 0.004 -0.009
H 4.526601 -1.506371 -2.790828 0.001 0.002 0.010
H 2.737839 0.110416 -6.310910 -0.002 -0.006 -0.001
H 1.033027 1.275258 -4.918196 0.007 0.012 0.003
H 0.391788 4.492235 -0.634517 0.000 -0.004 -0.006
H 1.817445 6.070299 0.623485 -0.003 -0.002 0.009
H 5.118160 3.394588 0.253514 0.002 0.001 -0.008
H 3.699604 1.797651 -0.983319 0.003 -0.037 0.008
Cl -1.546634 0.338533 -3.539756 0.040 -0.036 -0.052
C -0.904066 -4.018583 -0.778480 0.044 0.015 -0.012
C -2.246673 -3.399696 -0.381535 -0.264 -0.013 0.224
C -2.876607 -2.791107 -1.637230 0.103 -0.020 -0.001
C -2.166685 -2.421196 0.803357 0.399 0.245 -0.161
C -3.130460 -4.493334 0.247027 0.057 0.048 -0.158
C -4.428915 -4.749302 -0.178054 -0.022 -0.075 0.009
C -5.212256 -5.724770 0.438532 0.033 0.024 -0.018
C -4.703377 -6.467611 1.488181 -0.002 -0.011 0.017
C -3.400851 -6.224714 1.920851 0.004 0.008 -0.005
C -2.631431 -5.248096 1.315981 -0.042 -0.020 0.010
H -0.311689 -3.270977 -1.314298 -0.003 -0.016 -0.026
H -1.059965 -4.870561 -1.447950 0.020 0.012 -0.001
H -0.322654 -4.341368 0.083214 0.015 -0.008 0.061
H -2.228856 -1.995251 -2.010134 -0.033 -0.018 -0.044
H -3.843276 -2.333468 -1.420350 -0.016 0.011 0.009
H -3.008251 -3.532247 -2.435500 -0.009 0.013 -0.004
H -2.969951 -1.686495 0.640533 0.047 0.035 0.018
H -4.843954 -4.187602 -1.003448 -0.001 0.013 0.005
H -6.224025 -5.897949 0.088651 -0.003 -0.001 0.001
H -5.311312 -7.223732 1.971913 0.005 -0.006 -0.002
H -2.987751 -6.791756 2.747261 -0.009 -0.008 0.004
H -1.635831 -5.037824 1.685914 -0.009 0.031 -0.003
```
Positions in Å, forces in eV/Å.

***

(4)
Formula: C2H4N2OS2
Source: the OMol25 dataset
Level of theory: the ωB97M-V functional and the def2-TZVPD basis

LUMO (eV): 0.37
Highest occupied orbital energy (hartree): -0.29088
Kohn-Sham gap (eV): 8.290
Energy above the lowest of the compared OMol25 structures with the same formula, charge and spin (kcal per mole): 41.53

Geometry as XYZ:
```
11
Properties=species:S:1:pos:R:3:forces:R:3
C -0.366273 -0.093310 0.647988 -1.106 -0.230 -0.620
C 1.165114 0.024773 -1.045531 1.064 -2.195 -0.809
H -2.360046 -0.460252 -0.975198 -0.568 -0.207 0.466
H 0.582811 0.824046 2.223233 -0.138 0.237 0.077
H 1.179833 0.395557 -2.075139 0.215 0.300 0.397
H 1.788518 -0.935887 -1.010275 -1.084 0.954 -0.138
N -1.464880 -0.386578 1.158003 -1.149 0.258 1.148
N 0.711694 0.417145 1.318184 0.888 -0.843 -0.861
O -0.168899 -0.225735 -0.696709 0.285 0.300 0.145
S -2.893069 -0.659539 0.273405 1.097 -0.034 -0.554
S 1.825198 1.099779 0.182038 0.497 1.460 0.748
```
Positions in Å, forces in eV/Å.

***

(5)
Formula: C4H9NO
Source: the OMol25 dataset
Level of theory: the ωB97M-V functional and the def2-TZVPD basis

LUMO (eV): 0.91
Highest occupied orbital energy (hartree): -0.35437
Kohn-Sham gap (eV): 10.558
Energy above the lowest of the compared OMol25 structures with the same formula, charge and spin (kcal per mole): 4.52

Geometry as XYZ:
```
15
Properties=species:S:1:pos:R:3:forces:R:3
C -2.229676 0.499969 0.122646 -0.029 0.039 0.034
C -1.197176 -0.389431 -0.561250 -0.112 -0.112 -0.049
N 0.159605 0.100581 -0.410990 0.087 0.008 0.025
C 1.108027 -0.572442 0.301819 0.005 -0.032 0.041
O 0.881021 -1.621024 0.883641 0.058 0.276 -0.158
C 2.480868 0.072630 0.327431 0.076 -0.003 0.014
H -3.239282 0.109841 -0.045461 0.150 0.053 0.030
H -2.196935 1.523559 -0.269165 0.001 -0.146 0.048
H -2.050275 0.540747 1.201383 -0.013 -0.005 -0.143
H -1.201312 -1.391314 -0.125951 -0.037 0.129 -0.072
H -1.426910 -0.487149 -1.629915 0.023 0.014 0.150
H 0.409971 0.971666 -0.851385 0.018 -0.135 0.065
H 2.582830 0.920200 -0.357186 -0.057 -0.124 0.102
H 3.221905 -0.687715 0.069136 -0.108 0.094 0.036
H 2.697340 0.409886 1.345248 -0.061 -0.056 -0.124
```
Positions in Å, forces in eV/Å.

***

(6)
Formula: C9H5N6O7
Source: the OMol25 dataset
Level of theory: the ωB97M-V functional and the def2-TZVPD basis

LUMO (eV): 0.82
Highest occupied orbital energy (hartree): -0.17345
Total charge: -1
Kohn-Sham gap (eV): 5.545

Geometry as XYZ:
```
27
Properties=species:S:1:pos:R:3:forces:R:3
C -0.481986 0.121344 1.642782 0.704 0.268 0.405
C 0.947674 0.093626 1.583126 -1.325 -0.103 -0.143
O 1.653170 -0.910119 1.426456 0.123 -0.033 -0.242
N 1.572056 1.346338 1.659863 0.377 1.172 0.154
C 0.975515 2.578036 1.922799 -0.873 -1.368 -0.070
O 1.575302 3.637035 1.934172 -0.059 -0.119 0.071
N -0.390627 2.448544 2.182050 0.832 0.787 0.045
C -1.162496 1.268925 2.151314 -0.179 -0.556 -0.414
O -2.339381 1.306127 2.521532 0.378 0.350 -0.150
H -1.022004 -0.812615 1.619694 0.175 0.239 0.485
H 2.573250 1.370949 1.529349 -0.096 -0.078 0.018
H -0.854363 3.307868 2.444673 -0.038 -0.202 -0.007
O -1.257185 -2.765286 1.063066 1.857 -0.488 -1.869
N -0.275243 -2.949423 0.294675 -0.768 -1.721 2.399
C 0.029087 -1.937979 -0.662279 -0.507 1.084 -1.083
C -0.892913 -0.906305 -0.871709 -0.006 -1.291 1.094
C -0.617289 -0.136770 -1.979655 0.179 2.306 -2.579
N -1.365714 0.858387 -2.597062 1.118 -1.082 0.520
O -2.456653 1.339040 -2.355019 0.791 -0.147 -0.396
O -0.615086 1.294593 -3.731759 0.111 -0.926 1.300
N 0.603836 0.586549 -3.816889 -0.803 -1.131 1.652
C 0.574324 -0.290755 -2.773226 -1.660 1.907 -1.045
N 1.478522 -1.235365 -2.505709 0.784 -1.376 1.026
C 1.207985 -2.037542 -1.481501 -0.042 0.600 -0.443
O 0.419295 -3.985895 0.343508 -0.942 1.887 -0.420
H -1.808429 -0.765341 -0.307948 0.165 -0.314 -0.146
H 1.929360 -2.823967 -1.236306 -0.299 0.336 -0.163
```
Positions in Å, forces in eV/Å.